No. 1
Formula: C44H117N7O15
Source: OMol25
Level of theory: ωB97M-V with the def2-TZVPD basis set

Its spin multiplicity is 1. The total energy is -88655.816 eV. As for the HOMO-LUMO gap: 8.9 eV. As for the largest force on an atom: 0.056 Eh/bohr. Its SMILES is COC[C@H](C)N.COC[C@H](C)N.COC[C@H](C)N.COCCNCCOC.COCCNCCOC.COCCNCCOC.COCCNCCOC.CCO.CCO.CCO.CCO. The calculation puts the HOMO energy at -8.6 eV. The relative energy (zero: lowest compared OMol25 entry of this formula, charge and spin) is 0.0 kJ/mol.

Geometry as XYZ:
```
183
Properties=species:S:1:pos:R:3:lowdin_charge:R:1
C -4.4902 -3.4725 -13.3998 -0.127
O -4.9499 -2.8935 -14.6003 -0.190
C -5.7374 -3.7436 -15.4844 -0.169
C -5.9092 -3.2011 -16.8985 -0.450
C -7.0782 -2.2098 -16.9536 -0.079
N -6.1321 -4.1703 -17.9243 0.020
H -3.5299 -3.9837 -13.4670 0.082
H -5.2037 -4.1835 -12.9833 0.081
H -4.3883 -2.7049 -12.6327 0.084
H -5.3060 -4.7426 -15.5484 0.120
H -6.6994 -3.8640 -14.9863 0.122
H -5.0464 -2.6081 -17.2018 0.141
H -7.1181 -1.6119 -17.8641 0.075
H -6.9469 -1.5561 -16.0913 0.074
H -8.0354 -2.7156 -16.8271 0.075
H -7.0448 -4.5593 -17.7351 0.066
H -6.2793 -3.8940 -18.8846 0.076
C 7.4081 -0.9087 10.6198 -0.112
O 8.0882 -0.1316 9.6132 -0.194
C 7.4296 -0.0203 8.2933 -0.156
C 6.9400 -1.3490 7.8136 -0.498
C 8.0091 -2.4482 7.6611 -0.049
N 6.1559 -1.3077 6.6053 0.033
H 6.3729 -0.5882 10.7369 0.085
H 7.9519 -0.8679 11.5636 0.088
H 7.2995 -1.9674 10.3843 0.068
H 6.6562 0.7432 8.3772 0.124
H 8.1530 0.3860 7.5865 0.125
H 6.1854 -1.6493 8.5406 0.119
H 8.7696 -2.5306 8.4375 0.076
H 8.5275 -2.1309 6.7563 0.078
H 7.5419 -3.4188 7.4945 0.078
H 6.0471 -2.2713 6.3229 0.068
H 6.7562 -0.8943 5.9062 0.069
C -0.3845 -1.0133 1.2425 -0.092
O -0.4104 -0.5583 -0.1284 -0.208
C -1.3984 -1.2746 -0.9151 -0.212
C -1.3966 -0.9391 -2.4212 -0.431
C -2.4616 -1.7218 -3.1607 -0.071
N -0.0551 -1.1565 -3.0463 0.047
H 0.4377 -0.4707 1.7089 0.084
H -0.1916 -2.0861 1.2345 0.079
H -1.3507 -0.8502 1.7200 0.083
H -1.2036 -2.3468 -0.8910 0.116
H -2.3802 -1.1005 -0.4749 0.120
H -1.6767 0.1126 -2.3609 0.133
H -3.4148 -1.5440 -2.6627 0.079
H -2.2541 -2.7908 -3.2084 0.078
H -2.5237 -1.3615 -4.1876 0.080
H 0.0929 -2.1538 -3.1056 0.059
H 0.7033 -0.7847 -2.4925 0.059
C -6.8550 3.5421 -0.1715 -0.130
O -6.5550 3.3507 1.1874 -0.169
C -7.6986 2.9976 1.9773 -0.232
C -7.5907 3.3586 3.4684 -0.193
N -6.5035 2.5133 4.0869 -0.052
C -6.2297 2.9750 5.4593 -0.211
C -7.4018 2.9405 6.4224 -0.243
O -8.1883 4.1017 6.3686 -0.214
C -9.2883 4.1657 7.2786 -0.096
H -7.1315 2.6086 -0.6616 0.082
H -6.0177 3.9044 -0.7680 0.085
H -7.6917 4.2133 -0.3652 0.083
H -7.8951 1.9256 1.9954 0.120
H -8.6608 3.4629 1.7632 0.114
H -8.5901 3.1959 3.8720 0.116
H -7.2531 4.3947 3.4949 0.120
H -5.7503 2.5669 3.4163 0.095
H -5.7121 3.9310 5.5381 0.119
H -5.5193 2.2427 5.8429 0.111
H -6.9422 2.9574 7.4106 0.118
H -8.0384 2.0638 6.3032 0.126
H -10.0487 3.4324 7.0101 0.085
H -9.7163 5.1675 7.2420 0.085
H -8.9842 4.0607 8.3200 0.081
C 5.1545 -1.9528 -10.5168 -0.112
O 5.8221 -2.5199 -9.4147 -0.206
C 6.3125 -1.5534 -8.5096 -0.247
C 6.5752 -2.1838 -7.2065 -0.233
N 7.8153 -2.9358 -7.1145 -0.035
C 7.6840 -4.2496 -7.8813 -0.193
C 8.9022 -5.1481 -7.8255 -0.227
O 8.7513 -6.4301 -8.4645 -0.183
C 7.9084 -7.3563 -7.7109 -0.089
H 4.8925 -2.7257 -11.2394 0.085
H 5.9019 -1.4829 -11.1560 0.088
H 4.2533 -1.3949 -10.2623 0.093
H 5.5912 -0.7369 -8.4734 0.118
H 7.1803 -1.0836 -8.9727 0.126
H 5.7311 -2.8318 -6.9707 0.129
H 6.7023 -1.4115 -6.4478 0.118
H 8.4738 -2.3938 -7.6554 0.093
H 7.4475 -4.0609 -8.9284 0.107
H 6.7992 -4.8225 -7.6037 0.105
H 9.1928 -5.3462 -6.7938 0.112
H 9.7695 -4.5794 -8.1604 0.118
H 7.6783 -8.2585 -8.2777 0.084
H 6.9139 -6.9424 -7.5438 0.067
H 8.2636 -7.6115 -6.7125 0.083
C -4.7750 -0.3587 11.4849 -0.102
O -3.5381 -0.3417 10.7893 -0.162
C -2.5177 0.0778 11.6457 -0.273
C -1.1774 0.1068 10.9394 -0.224
N -1.1573 1.2295 10.0434 -0.059
C 0.0973 1.4563 9.2696 -0.193
C -0.0571 2.6993 8.3527 -0.209
O -0.7708 3.7619 8.9617 -0.179
C -0.0982 4.4316 9.9795 -0.130
H -5.0181 0.6973 11.6029 0.087
H -4.6682 -0.7772 12.4857 0.081
H -5.5426 -0.9358 10.9693 0.088
H -2.2692 -0.5744 12.4829 0.117
H -2.7055 1.0403 12.1216 0.122
H -1.1038 -0.8291 10.3857 0.126
H -0.3356 0.1871 11.6272 0.116
H -1.3066 2.1117 10.5119 0.089
H 0.4417 0.5606 8.7528 0.116
H 0.9346 1.6560 9.9383 0.096
H -0.5774 2.3904 7.4460 0.117
H 0.9299 2.9329 7.9535 0.114
H 0.0984 3.7816 10.8321 0.081
H -0.6661 5.2965 10.3225 0.090
H 0.8286 4.9005 9.6488 0.088
C 0.1263 7.2728 0.6211 -0.109
O 1.1075 7.9197 -0.1745 -0.194
C 0.5987 8.4809 -1.3480 -0.230
C 1.8034 8.8146 -2.2837 -0.200
N 2.7510 9.7225 -1.6296 -0.064
C 3.9401 10.0282 -2.4440 -0.196
C 4.9275 10.8030 -1.5118 -0.200
O 5.3892 10.0306 -0.4103 -0.204
C 6.2130 8.8886 -0.6372 -0.101
H -0.0444 6.2512 0.2815 0.080
H -0.8649 7.7118 0.7340 0.088
H 0.5972 7.1070 1.5901 0.086
H 0.0918 9.4114 -1.0925 0.122
H -0.0687 7.8006 -1.8771 0.118
H 1.3582 9.3070 -3.1482 0.114
H 2.3181 7.8992 -2.5755 0.111
H 2.9900 9.2926 -0.7475 0.098
H 3.7030 10.6200 -3.3281 0.115
H 4.4136 9.1171 -2.8096 0.094
H 4.4072 11.6609 -1.0859 0.119
H 5.7981 11.1818 -2.0472 0.112
H 7.2295 9.2378 -0.8186 0.082
H 5.9671 8.2235 -1.4650 0.074
H 6.1691 8.2634 0.2546 0.085
C -5.3619 -5.6140 5.1136 -0.093
C -5.4304 -4.1858 5.5852 -0.351
O -5.4678 -3.4276 4.4189 -0.083
H -6.1419 -5.8212 4.3810 0.079
H -5.4718 -6.3113 5.9442 0.071
H -4.3817 -5.8470 4.6975 0.072
H -4.5992 -3.8048 6.1785 0.112
H -6.3617 -4.0713 6.1400 0.107
H -5.7884 -2.5405 4.5973 0.086
C 2.7418 -6.4498 0.5240 -0.084
C 2.6788 -6.2535 -1.0267 -0.307
O 3.8873 -6.6869 -1.6497 -0.083
H 2.9105 -7.4931 0.7905 0.066
H 1.8612 -6.1277 1.0797 0.065
H 3.6436 -5.9305 0.8485 0.063
H 2.5851 -5.1884 -1.2384 0.096
H 1.7653 -6.6625 -1.4581 0.105
H 4.5955 -6.1065 -1.3613 0.078
C -5.6170 -7.4188 -1.6393 -0.089
C -4.3712 -8.0526 -1.0553 -0.313
O -3.8220 -8.9967 -1.9822 -0.094
H -6.5756 -7.8859 -1.4132 0.070
H -5.5244 -7.3525 -2.7233 0.075
H -5.7398 -6.3870 -1.3100 0.068
H -4.5425 -8.6391 -0.1527 0.107
H -3.6466 -7.2644 -0.8507 0.102
H -3.1733 -9.5513 -1.5426 0.075
C 3.9366 3.8356 0.8656 -0.092
C 4.0842 3.1398 -0.4715 -0.319
O 3.9561 1.7193 -0.4352 -0.088
H 2.9290 3.6703 1.2470 0.070
H 4.2213 4.8878 0.8683 0.070
H 4.6206 3.4667 1.6299 0.073
H 5.0886 3.3281 -0.8508 0.109
H 3.3399 3.4365 -1.2106 0.107
H 3.2218 1.4880 0.1383 0.070
```

No. 2
Formula: C44H117N9O14
Source: OMol25
Level of theory: ωB97M-V with the def2-TZVPD basis set

Its spin multiplicity is 1. The total energy is -89585.184 eV. As for the HOMO-LUMO gap: 8.2 eV. As for the largest force on an atom: 0.073 Eh/bohr. Its SMILES is COC[C@H](C)N.COC[C@H](C)N.COC[C@H](C)N.COC[C@H](C)N.COC[C@H](C)N.COC[C@H](C)N.COCCNCCOC.COCCNCCOC.COCCNCCOC.OCCO. The calculation puts the HOMO energy at -8.2 eV. The relative energy (zero: lowest compared OMol25 entry of this formula, charge and spin) is 682.1 kJ/mol.

Geometry as XYZ:
```
184
Properties=species:S:1:pos:R:3:lowdin_charge:R:1
C 16.9986 -11.1878 -16.7771 -0.087
O 17.0934 -10.2140 -15.7129 -0.197
C 18.4280 -9.7836 -15.5040 -0.188
C 18.7014 -8.3497 -16.0148 -0.501
C 18.2232 -7.2142 -15.1624 -0.063
N 18.3222 -8.1239 -17.3348 0.029
H 16.8533 -10.6460 -17.7117 0.077
H 16.0744 -11.6806 -16.4752 0.087
H 17.8177 -11.9068 -16.7919 0.085
H 18.5452 -9.7978 -14.4204 0.122
H 19.1345 -10.4701 -15.9705 0.113
H 19.7587 -8.2087 -16.2393 0.135
H 18.7584 -7.1670 -14.2140 0.075
H 17.1676 -7.3993 -14.9633 0.084
H 18.4154 -6.2372 -15.6058 0.080
H 17.3346 -8.3240 -17.4042 0.072
H 18.7244 -8.9033 -17.8356 0.076
C 29.9178 -12.8074 -7.4327 -0.128
O 30.8327 -11.8890 -7.8815 -0.200
C 31.0373 -10.8106 -7.0199 -0.236
C 31.8311 -9.6483 -7.6038 -0.363
C 32.0042 -8.3959 -6.7047 -0.059
N 31.0690 -9.1301 -8.8338 0.025
H 30.4267 -13.2445 -6.5735 0.095
H 30.0013 -13.5187 -8.2544 0.096
H 28.8889 -12.4630 -7.3294 0.092
H 30.0237 -10.5977 -6.6802 0.126
H 31.6886 -11.0775 -6.1877 0.121
H 32.7812 -10.0007 -8.0053 0.131
H 32.2590 -8.7372 -5.7013 0.070
H 31.1038 -7.7826 -6.6694 0.069
H 32.7660 -7.7188 -7.0911 0.077
H 30.4128 -8.4344 -8.5090 0.041
H 30.4141 -9.8546 -9.0911 0.043
C 13.8344 -22.8179 -9.8771 -0.111
O 15.0142 -22.4043 -9.1792 -0.179
C 15.0894 -21.0771 -8.7593 -0.223
C 16.6183 -20.7416 -8.6724 -0.414
C 16.7465 -19.4467 -7.8096 -0.061
N 17.3158 -20.5331 -9.9169 0.034
H 12.8704 -22.6316 -9.4036 0.078
H 13.8372 -23.8828 -10.1096 0.083
H 13.5963 -22.3753 -10.8444 0.077
H 14.5572 -20.4394 -9.4651 0.119
H 14.5233 -20.8926 -7.8463 0.119
H 17.0366 -21.6504 -8.2397 0.131
H 16.3207 -18.6113 -8.3653 0.074
H 17.8031 -19.1801 -7.7849 0.067
H 16.4116 -19.5331 -6.7759 0.073
H 16.8180 -21.0855 -10.6004 0.067
H 17.3318 -19.5872 -10.2704 0.067
C 25.2022 -5.7372 -9.1494 -0.047
O 26.0444 -6.7137 -8.3693 -0.212
C 25.2907 -7.4778 -7.3941 -0.195
C 25.0255 -6.6893 -6.0815 -0.429
C 26.3119 -6.3741 -5.3061 -0.065
N 24.1285 -7.4634 -5.1810 0.028
H 25.8221 -5.1627 -9.8377 0.085
H 24.5761 -5.0899 -8.5352 0.070
H 24.4504 -6.3524 -9.6437 0.075
H 24.3898 -7.7855 -7.9250 0.110
H 25.7243 -8.4472 -7.1486 0.118
H 24.5420 -5.7595 -6.3809 0.122
H 26.9652 -7.2462 -5.2802 0.085
H 26.1683 -5.7878 -4.3985 0.079
H 26.7447 -5.6089 -5.9505 0.072
H 24.7490 -8.1043 -4.7074 0.055
H 24.1355 -6.8035 -4.4165 0.053
C 26.6238 -11.8765 -1.2690 -0.069
O 26.8630 -10.7082 -0.4212 -0.170
C 27.2290 -10.9894 0.8668 -0.252
C 27.5691 -9.7615 1.7367 -0.408
C 28.6827 -8.8827 1.2611 -0.089
N 27.9318 -10.1495 3.1302 0.021
H 26.3151 -11.4801 -2.2363 0.083
H 25.8543 -12.4844 -0.7930 0.083
H 27.3820 -12.6245 -1.5006 0.081
H 26.5520 -11.6302 1.4317 0.116
H 28.0223 -11.7343 0.8045 0.124
H 26.7222 -9.0820 1.8326 0.131
H 28.4508 -8.6120 0.2310 0.077
H 29.7271 -9.1789 1.3583 0.080
H 28.7928 -7.9367 1.7913 0.071
H 28.0808 -9.3642 3.7476 0.064
H 27.1268 -10.5994 3.5423 0.057
C 24.6789 -14.3334 -13.4590 -0.074
O 25.6176 -13.2881 -13.8792 -0.244
C 25.4028 -11.9258 -13.3163 -0.152
C 26.6858 -11.0874 -13.5981 -0.448
C 26.9348 -10.6699 -15.0632 -0.060
N 27.8105 -11.7332 -12.9930 0.039
H 24.9486 -15.3421 -13.7719 0.079
H 23.6939 -14.1393 -13.8834 0.080
H 24.7930 -14.2562 -12.3777 0.078
H 24.5556 -11.4414 -13.8018 0.109
H 25.0732 -12.0804 -12.2889 0.109
H 26.4020 -10.1118 -13.2036 0.126
H 26.9259 -11.4807 -15.7916 0.073
H 27.7972 -10.0096 -15.1540 0.079
H 26.0240 -10.1634 -15.3826 0.069
H 27.6559 -12.0336 -12.0412 0.071
H 27.8114 -12.6072 -13.4991 0.067
C 12.2568 -14.5005 -9.4494 -0.092
O 12.0879 -15.6494 -10.3091 -0.209
C 11.5560 -15.4097 -11.5888 -0.208
C 9.9868 -15.0703 -11.3729 -0.186
N 9.3028 -16.0864 -10.5436 -0.072
C 9.0989 -17.3870 -11.2578 -0.160
C 8.2646 -18.3063 -10.2794 -0.187
O 6.8698 -17.8595 -10.1297 -0.193
C 5.8840 -18.9489 -10.2058 -0.095
H 12.8193 -14.8745 -8.5940 0.087
H 11.3487 -13.9740 -9.1558 0.078
H 12.8979 -13.7124 -9.8444 0.083
H 11.6128 -16.3984 -12.0442 0.097
H 12.0648 -14.7392 -12.2813 0.113
H 9.4594 -14.9095 -12.3132 0.106
H 10.0440 -14.0909 -10.8980 0.089
H 9.8963 -16.1581 -9.7296 0.092
H 10.1173 -17.7524 -11.3898 0.099
H 8.5826 -17.2149 -12.2022 0.120
H 8.7869 -18.6394 -9.3826 0.115
H 8.2772 -19.2282 -10.8607 0.093
H 4.9137 -18.4525 -10.1957 0.084
H 5.9410 -19.7904 -9.5153 0.076
H 6.0118 -19.5212 -11.1246 0.070
C 23.7611 -19.7802 -4.0968 -0.127
O 23.0304 -19.0821 -3.0912 -0.192
C 21.5867 -19.2498 -3.2756 -0.176
C 21.2097 -20.6608 -2.8163 -0.226
N 19.8177 -20.8437 -3.0832 -0.096
C 19.1436 -21.9099 -2.3837 -0.220
C 17.8608 -22.1761 -3.1298 -0.182
O 16.8994 -21.0569 -3.0396 -0.193
C 15.9281 -21.2952 -2.0200 -0.119
H 23.4422 -19.5760 -5.1190 0.081
H 23.7593 -20.8673 -4.0180 0.076
H 24.7601 -19.3456 -4.0612 0.087
H 21.4068 -19.0298 -4.3279 0.116
H 20.9447 -18.5988 -2.6822 0.122
H 21.3824 -20.8398 -1.7550 0.121
H 21.8392 -21.3943 -3.3201 0.102
H 19.2629 -20.1305 -3.5345 0.121
H 19.1818 -21.5590 -1.3524 0.114
H 19.6939 -22.8432 -2.2647 0.120
H 17.3256 -23.1061 -2.9382 0.110
H 18.2171 -22.3373 -4.1473 0.119
H 15.0142 -20.7554 -2.2679 0.082
H 16.2942 -20.9751 -1.0445 0.083
H 15.6006 -22.3326 -1.9521 0.077
C 18.0746 -13.0027 1.5995 -0.119
O 19.0471 -12.4366 0.7238 -0.181
C 18.4032 -11.5463 -0.1918 -0.216
C 19.5192 -10.8712 -1.0072 -0.223
N 19.9334 -9.5924 -0.5266 -0.077
C 20.7490 -9.5550 0.7199 -0.176
C 21.1298 -8.0864 1.0799 -0.214
O 22.1322 -7.6044 0.1853 -0.206
C 22.5765 -6.3115 0.4731 -0.122
H 18.3547 -13.9654 2.0271 0.083
H 17.2030 -13.3711 1.0585 0.078
H 17.7233 -12.2993 2.3544 0.087
H 17.9973 -10.7188 0.3900 0.114
H 17.5685 -11.8389 -0.8288 0.118
H 19.1095 -10.7792 -2.0130 0.116
H 20.4716 -11.4008 -0.9856 0.119
H 20.5491 -9.2136 -1.2319 0.102
H 21.6567 -10.1534 0.7980 0.118
H 20.1432 -9.8936 1.5604 0.109
H 21.4948 -8.1956 2.1011 0.112
H 20.2916 -7.3897 1.0910 0.120
H 21.7306 -5.6526 0.2769 0.088
H 23.4523 -6.0883 -0.1362 0.088
H 22.8820 -6.2474 1.5174 0.083
O 20.1396 -13.1459 -9.3762 -0.056
C 20.5722 -13.7865 -8.2205 -0.257
C 21.5523 -12.9000 -7.4468 -0.249
O 21.0564 -11.5635 -7.3989 -0.066
H 19.7239 -12.3537 -9.0280 0.078
H 19.7065 -13.8342 -7.5600 0.115
H 20.9465 -14.7805 -8.4653 0.125
H 22.5976 -12.9027 -7.7558 0.111
H 21.6910 -13.3125 -6.4475 0.109
H 21.5944 -11.0972 -6.7550 0.089
```